[1]
{"formula": "C2H5F2N", "method": "wB97M-V/def2-TZVPD", "gap_ha": 0.395, "smiles": "C=C(F)F.N", "lumo_energy_ev": 0.95, "homo_ev": -9.8, "elements": ["C", "C", "F", "F", "H", "H", "N", "H", "H", "H"], "positions_angstrom": [[-0.18, -0.10, 1.27], [-1.39, 0.34, 1.05], [-1.77, 0.59, -0.26], [-2.29, 0.72, 1.95], [0.44, -0.32, 0.33], [0.06, -0.10, 2.27], [1.28, -0.36, -1.43], [1.65, -1.08, -2.00], [1.88, 0.46, -1.54], [0.32, -0.16, -1.66]], "lowdin_charge": [0.0816, -0.4071, 0.0330, 0.1132, 0.0521, 0.0436, 0.0178, 0.0104, 0.0451, 0.0103]}


[2]
{"formula": "C5H11NO2", "method": "wB97M-V/def2-TZVPD", "gap_ha": 0.176, "lumo_energy_ev": -3.15, "homo_ev": -7.9, "elements": ["O", "C", "C", "C", "C", "C", "N", "H", "H", "H", "H", "H", "H", "H", "H", "H", "H", "H", "O"], "positions_angstrom": [[-2.88, -1.16, 0.88], [-3.24, -0.22, 0.13], [-2.31, 0.71, -0.38], [-1.04, 0.77, 0.35], [0.29, 0.97, -0.34], [0.86, -0.02, -1.15], [2.15, -0.06, -1.37], [-4.27, 0.11, 0.19], [0.74, -1.59, 1.37], [-2.40, 1.27, -1.30], [-1.01, 1.61, 1.09], [-0.93, -0.13, 0.98], [0.84, 1.72, 0.22], [0.17, -0.84, -1.36], [2.66, -0.02, 0.20], [2.44, -0.36, -2.28], [0.95, -1.95, 0.75], [3.76, -0.80, 0.98], [3.21, -0.02, 1.04]], "lowdin_charge": [-0.0006, -0.2729, -0.0005, -0.2425, 0.0000, -0.2837, 0.0522, 0.1192, 0.0601, 0.1087, 0.1500, 0.1232, 0.1160, 0.1176, -0.0533, 0.0651, 0.0566, 0.0242, -0.1397]}


[3]
{"formula": "C18H40CrN5P3Se", "method": "wB97M-V/def2-TZVPD", "spin_multiplicity": 4, "gap_ha": [0.159, 0.207], "charge": 3, "lumo_energy_ev": [-11.24, -9.93], "homo_ev": [-15.6, -15.6], "elements": ["Cr", "P", "P", "P", "H", "C", "C", "H", "C", "C", "C", "C", "C", "C", "C", "C", "C", "H", "H", "H", "H", "H", "H", "H", "H", "H", "H", "H", "H", "H", "H", "H", "H", "H", "H", "H", "H", "H", "H", "H", "H", "H", "H", "H", "H", "H", "C", "C", "C", "C", "C", "C", "Se", "H", "H", "H", "H", "H", "H", "N", "N", "N", "C", "N", "N", "H", "H", "H"], "positions_angstrom": [[0.11, -0.50, 0.73], [-1.29, -2.22, 1.52], [1.64, -0.69, 2.58], [1.47, -1.66, -0.65], [-3.01, 3.88, -5.64], [-3.04, 2.89, -6.11], [-3.71, 1.85, -5.55], [-4.43, 1.99, -4.71], [-2.69, -1.68, 2.55], [-0.59, -3.61, 2.48], [-2.09, -2.97, 0.06], [2.68, 0.79, 2.64], [0.88, -0.64, 4.23], [2.79, -2.10, 2.68], [0.83, -1.52, -2.34], [1.70, -3.45, -0.43], [3.14, -0.96, -0.80], [-2.54, 2.89, -7.12], [-3.68, 0.82, -5.94], [-3.41, -1.13, 1.93], [-2.35, -1.03, 3.36], [-3.20, -2.55, 2.99], [-0.17, -3.25, 3.43], [0.20, -4.12, 1.90], [-1.40, -4.33, 2.69], [-2.69, -2.20, -0.44], [-2.73, -3.80, 0.39], [-1.34, -3.35, -0.65], [3.41, 0.70, 3.45], [2.03, 1.65, 2.82], [3.22, 0.95, 1.69], [1.66, -0.71, 4.99], [0.15, -1.45, 4.38], [0.36, 0.32, 4.34], [3.45, -1.94, 3.54], [3.41, -2.19, 1.78], [2.24, -3.03, 2.83], [1.53, -2.06, -2.99], [0.78, -0.45, -2.61], [-0.17, -1.96, -2.40], [2.35, -3.77, -1.26], [0.75, -3.99, -0.49], [2.19, -3.69, 0.52], [3.65, -1.52, -1.59], [3.71, -1.04, 0.14], [3.07, 0.10, -1.08], [0.63, 2.35, -2.09], [-0.70, 2.04, -2.40], [-1.13, 2.38, -3.67], [-0.30, 2.98, -4.62], [1.05, 3.24, -4.30], [1.51, 2.92, -3.03], [1.41, 2.06, -0.37], [-0.05, 1.97, 0.17], [-1.41, 1.57, -1.74], [-2.15, 2.20, -3.97], [-0.71, 3.25, -5.60], [1.76, 3.70, -4.99], [2.56, 3.08, -2.73], [-0.86, 3.56, 4.22], [-1.03, 2.71, 3.13], [-2.16, 2.80, 2.39], [-2.05, 1.70, 1.63], [-0.90, 1.06, 1.82], [-0.22, 1.72, 2.83], [0.12, 3.70, 4.43], [-1.41, 4.39, 4.06], [-2.81, 1.34, 0.94]], "lowdin_charge": [0.2226, 0.7581, 0.7865, 0.6883, 0.0707, -0.1006, -0.0839, 0.0658, -0.2174, -0.2059, -0.2125, -0.2366, -0.2089, -0.2074, -0.1947, -0.2070, -0.2296, 0.0834, 0.0611, 0.0613, 0.0544, 0.0832, 0.0426, 0.0456, 0.0855, 0.0688, 0.0858, 0.0360, 0.0845, 0.0284, 0.0313, 0.0868, 0.0412, 0.0340, 0.0861, 0.0384, 0.0509, 0.0881, 0.0498, 0.0625, 0.0829, 0.0506, 0.0448, 0.0837, 0.0432, 0.0071, -0.5957, -0.1289, -0.0638, -0.0170, -0.0225, -0.1215, 1.0026, -0.0857, 0.0898, 0.0590, 0.0981, 0.1293, 0.1132, 0.2033, -0.2009, 0.1983, -0.1662, -0.1548, 0.0643, 0.1312, 0.1339, 0.1444]}


[4]
{"formula": "C2H6N3O", "method": "wB97M-V/def2-TZVPD", "gap_ha": 0.397, "smiles": "C[C@@H](O)N=[N+]=N", "charge": 1, "lumo_energy_ev": -5.35, "homo_ev": -16.2, "elements": ["C", "C", "O", "N", "N", "N", "H", "H", "H", "H", "H", "H"], "positions_angstrom": [[-1.48, -0.61, 0.10], [-0.53, 0.46, -0.25], [-0.98, 1.69, 0.11], [0.95, 0.21, 0.36], [1.97, -0.20, 0.10], [3.13, -0.32, 0.01], [-1.89, -0.57, 1.13], [-0.96, -1.57, -0.14], [-2.25, -0.50, -0.62], [-0.43, 0.55, -1.40], [-1.38, 1.90, 0.89], [3.85, -1.04, -0.29]], "lowdin_charge": [-0.0191, -0.3410, 0.0858, 0.2861, -0.0769, 0.2689, 0.1176, 0.1131, 0.0901, 0.1975, 0.0790, 0.1989]}


[5]
{"formula": "C2H5N3OS2", "method": "wB97M-V/def2-TZVPD", "gap_ha": 0.310, "smiles": "N/N=C(\\NS)C(O)=S", "lumo_energy_ev": -0.32, "homo_ev": -8.8, "elements": ["N", "N", "C", "N", "S", "C", "O", "S", "H", "H", "H", "H", "H"], "positions_angstrom": [[-2.14, 0.04, 0.18], [-1.02, -0.78, -0.20], [0.09, -0.12, -0.05], [0.23, 1.18, 0.29], [1.31, 2.23, -0.56], [1.33, -0.99, -0.24], [1.00, -2.12, -0.85], [2.79, -0.66, 0.37], [-2.95, -0.46, -0.24], [-2.24, -0.04, 1.24], [-0.68, 1.66, 0.54], [2.25, 2.23, 0.40], [0.03, -2.18, -0.90]], "lowdin_charge": [-0.0247, -0.0157, -0.4753, -0.3668, 0.7390, -0.8364, 0.0072, 0.7371, 0.0863, 0.1152, 0.0925, -0.1493, 0.0908]}